9
Properties=species:S:1:pos:R:3:nbo_charge:R:1 method="wB97M-V/def2-TZVPD" e_homo_ha="-0.228 / -0.433" total_energy_ev=-8938.3939 spin_multiplicity=3 lumo_ev="0.2 / -3.0" mol_weight_da=85.86 charge=0 homo_lumo_gap_ev="6.4 / 8.8" s2=2.01 e_above_lowest_kcal_mol=9.1
B -1.82 -0.07 0.30 1.214
C 1.33 0.43 0.16 0.306
C 1.16 -0.78 -0.29 -0.226
O 1.39 1.53 0.48 -0.417
O -2.29 -1.15 0.49 -0.856
O -1.37 1.14 0.19 -0.913
H 0.23 -1.24 -0.13 0.174
H 1.91 -1.23 -0.87 0.173
H -0.54 1.37 -0.33 0.545